1.
Here is the ion CH2O5P with charge -1 from the Open Molecules 2025 dataset. Energies are from wB97M-V/def2-TZVPD.

Values from the calculation:
SMILES: O=CO[P@@](=O)([O-])O
F_max: 3.67 eV Å⁻¹
E_tot: -757.063770 Eh
Total charge: -1
Molecular weight: 124.996 g mol⁻¹
Highest occupied orbital energy: -5.6 eV
HOMO-LUMO gap: 0.3565 Eh

Geometry as XYZ:
```
9
CH2O5P wB97M-V/def2-TZVPD
O -0.21798 -1.15383 0.19566
O 2.40128 -0.68080 0.40806
O 0.93851 0.73036 -1.30530
C -1.25830 -0.64482 -0.31172
O -1.56605 0.52147 -0.30327
H -2.03569 -1.48552 -0.67279
H -0.09414 1.55574 0.74491
O 0.65334 1.06524 1.20509
P 1.17903 0.09215 0.03936
```

---

2.
Here is a cluster of 2 separate species, C12H16N2 in total from the Open Molecules 2025 dataset. Energies are from wB97M-V/def2-TZVPD.

Values from the calculation:
2S+1: 2
F_max: 2.42 eV Å⁻¹
E_tot: -576.307014 Eh
Total charge: -1
Molecular weight: 188.274 g mol⁻¹
Highest occupied orbital energy (alpha / beta): 0.3 / -3.6 eV
HOMO-LUMO gap (alpha / beta): 0.1219 / 0.2674 Eh

Geometry as XYZ:
```
30
C12H16N2 wB97M-V/def2-TZVPD
C 1.48095 -1.70106 -1.22202
H -4.01360 0.10169 1.76593
C 0.05101 2.41879 -2.52005
C 2.88478 -0.03973 -0.08922
C -2.07926 -0.76689 1.99732
H -0.23511 0.20173 2.70418
H -0.55426 -1.10307 -1.51757
C -0.70772 -0.58512 2.13898
C 0.43638 -0.69146 -1.36067
C 2.70119 -1.27631 -0.71850
N -0.12558 -1.74699 1.72076
H -0.09085 2.48564 -0.38840
H 2.19879 2.03436 -0.20728
C -0.27212 1.75100 -1.17700
H -0.45859 1.83943 -3.29697
H -0.78946 -3.49797 0.89683
H -1.35150 1.61868 -1.00271
H 3.56189 -1.95049 -0.66535
C -2.99320 0.38538 2.03081
H 0.86907 -1.76363 1.51061
H 1.44888 -2.74272 -1.52565
C 0.68792 0.60518 -0.94766
C 1.91642 1.00215 -0.36128
H -3.00564 0.82114 3.03112
H -0.46227 3.39768 -2.59601
H 1.10845 2.58561 -2.67312
H -2.64354 1.13847 1.32233
N -2.31014 -2.01470 1.48416
H 3.86916 0.05046 0.36132
C -1.12204 -2.55724 1.30507
```

---

3.
Here is a cluster of 12 separate species, C34H74N6O24 in total from the Open Molecules 2025 dataset. Energies are from wB97M-V/def2-TZVPD.

Values from the calculation:
2S+1: 2
F_max: 5.18 eV Å⁻¹
E_tot: -3473.910706 Eh
Total charge: +1
Molecular weight: 950.984 g mol⁻¹
Highest occupied orbital energy (alpha / beta): -11.3 / -11.3 eV
HOMO-LUMO gap (alpha / beta): 0.3146 / 0.1093 Eh

Geometry as XYZ:
```
138
C34H74N6O24 wB97M-V/def2-TZVPD
H 4.01901 -0.10063 -6.18858
C 15.89116 -4.56435 -7.54049
O 14.91407 -4.92372 -4.99604
H 15.55746 -1.53809 -10.03501
H 5.71772 -3.15214 -7.08238
H 2.10671 0.63290 -3.98446
C 13.89407 -1.05096 -5.12853
C 9.57738 -0.77139 -10.60122
H 4.41984 -1.55366 -5.60909
H 1.77431 -3.58873 -8.78794
O 12.48025 -0.85873 -5.31765
H 5.14055 -0.39464 -10.40411
N 2.99706 0.47332 -3.53511
H 16.51309 -3.80999 -7.05858
H 7.01299 -4.27122 -7.53999
O 8.80321 -9.19462 -8.67720
C 7.55673 -2.16822 -6.76935
C 8.52490 1.93220 -7.43772
O 10.09432 -6.04258 -2.06856
H 6.46498 0.99572 -6.58191
H 12.31715 2.16374 -7.82535
H 4.42313 -9.38195 -5.97845
H 8.93647 -2.17762 -3.17018
C 8.83865 -3.04528 -10.95510
C 8.39972 -3.12475 -3.11599
H 8.35433 0.85573 -7.45229
H 4.87489 -6.75977 -7.97528
H 6.27341 -6.20580 -8.95842
H 3.28252 -10.23797 -4.79277
H 4.08531 -4.50315 -4.18065
H 6.93792 -10.82769 -7.86775
H 6.49663 -10.61503 -9.67295
H 9.21106 -7.86087 -2.18886
O 12.82330 -4.43002 -5.74139
C 9.62242 -3.47417 -7.09314
H 7.50507 -2.97438 -2.51176
H 11.00976 -7.88284 -2.23088
C 9.15384 -8.79787 -9.97869
H 10.25901 -1.14785 -9.83849
C 5.09928 2.39464 -5.91486
H 11.82040 0.79878 -8.94491
H 6.28754 -1.29508 -9.58824
H 11.06257 -4.89341 -4.81485
C 5.37047 -6.81621 -8.94446
H 8.28556 -8.48396 -10.55803
C 12.56442 1.19166 -8.25196
H 13.41775 -2.20590 -8.67375
H 3.99822 -1.68946 -8.28473
H 13.40747 1.35204 -8.92401
H 12.29411 -3.24321 -9.64135
H 14.23511 -1.76075 -5.88218
H 12.70452 -1.58958 -10.05113
N 5.74111 -9.08378 -8.38654
O 7.31956 3.96417 -7.11666
C 3.65438 -9.30210 -5.20986
O 10.04062 -3.39726 -11.12114
H 6.81442 -5.63077 -11.28709
H 9.89582 -7.57074 -5.35093
C 12.11195 -4.77386 -4.54536
H 8.68464 -8.45974 -4.41585
H 2.82076 -3.39779 -7.45583
C 11.93870 -0.20774 -6.40891
H 4.62603 -6.26842 -9.52225
C 5.32482 -1.42011 -10.08384
O 4.46278 -6.39855 -3.33755
H 8.10088 -5.62840 -10.18855
H 4.21293 2.20940 -6.52165
O 7.69518 -3.76303 -10.99756
H 14.51066 -0.17506 -5.33030
H 10.20624 -7.51217 -0.76653
H 10.65914 -3.22431 -7.31875
C 14.29820 -3.05465 -10.45345
C 14.18160 -4.52979 -5.86726
C 8.98408 -5.37225 -2.49580
O 7.95069 -5.92086 -2.85170
O 14.27295 -4.17955 -10.80194
O 3.99547 -8.43852 -4.17269
H 5.71185 -4.72383 -3.48361
N 8.89094 -2.28297 -6.83224
C 6.74006 -3.46079 -6.86411
C 3.75406 -3.21417 -9.52154
O 7.05999 -1.13340 -6.43944
C 4.66452 -5.01767 -3.41391
H 9.65857 -9.66506 -10.40452
N 4.27886 -2.02899 -9.19360
H 12.40625 -5.71245 -4.07573
H 9.18146 0.20031 -10.30603
H 5.37365 -2.08217 -10.94836
C 3.77241 -0.52743 -3.97707
H 16.26385 -5.58191 -7.42313
O 9.32028 -7.08685 -7.91700
H 2.80634 -8.95316 -5.79907
O 8.57298 -8.75477 -6.50149
O 9.31091 -4.10708 -2.65758
H 8.48327 -5.35889 -11.96522
H 5.71759 -8.71877 -7.44510
H 9.85243 -7.96143 -9.95772
C 5.53571 -8.22418 -9.38242
C 3.62307 -0.82222 -5.47399
C 7.33805 2.73047 -7.01131
H 6.64050 -3.80682 -5.83530
H 3.16467 0.78641 -2.58960
H 9.55186 -4.14275 -6.23517
C 7.79722 -5.18411 -11.13644
H 4.90077 1.81336 -5.01441
O 5.57662 -8.47369 -10.57515
O 4.64481 -1.09945 -3.29070
H 4.20740 -4.57417 -2.52935
H 10.20209 -0.66017 -11.48749
N 15.30115 -2.28640 -10.66306
H 14.21786 -1.39608 -4.14662
H 2.92951 -4.87538 -8.32720
H 16.07428 -2.72505 -11.14258
H 8.85351 2.31174 -8.40523
N 6.37148 1.99074 -6.43605
O 5.06147 -6.85016 -5.50649
O 3.99001 -3.81603 -10.53051
O 14.52683 -4.38074 -7.16714
C 13.11385 -2.52539 -9.67058
O 12.90632 0.40105 -7.17818
C 2.79383 -3.80297 -8.46736
H 15.95926 -4.27072 -8.58798
O 10.78103 -0.10225 -6.59315
H 2.70764 -1.21942 -5.91252
H 5.04122 3.45665 -5.67642
H 8.03854 -3.33152 -4.12341
H 9.29786 -4.15239 -7.88231
O 8.53280 -1.74280 -10.73377
H 9.46104 -1.46214 -6.68621
H 8.19084 -7.09497 -5.32051
H 12.13359 -3.99694 -3.78115
C 8.91723 -8.22693 -7.73438
C 8.87212 -7.94499 -5.35818
C 10.12498 -7.37651 -1.84500
H 5.41707 -11.19882 -8.42723
H 9.32517 2.09440 -6.71568
C 6.22639 -10.49563 -8.62376
C 4.58207 -7.18590 -4.43006
```

---

4.
Here is a structure of composition C18H28NOW from the Open Molecules 2025 dataset. Energies are from wB97M-V/def2-TZVPD.

Values from the calculation:
2S+1: 3
F_max: 4.29 eV Å⁻¹
E_tot: -899.406969 Eh
Total charge: +1
Molecular weight: 458.268 g mol⁻¹
Highest occupied orbital energy (alpha / beta): -9.0 / -10.8 eV
HOMO-LUMO gap (alpha / beta): 0.2063 / 0.2671 Eh

Geometry as XYZ:
```
49
C18H28NOW wB97M-V/def2-TZVPD
C 4.77000 -0.19388 -1.12905
H 5.08628 2.78309 -1.43298
C -2.15730 -0.28446 2.44852
H 3.98183 2.19351 -0.17758
H 0.79678 1.92575 -2.41087
C 0.94744 -2.26892 -0.47800
H -1.55951 0.51608 4.32501
H 5.87477 -0.20833 -1.24429
H -2.34514 1.67933 3.17490
H -1.36718 2.43206 1.29933
C -1.34181 -2.21131 -0.73482
C -1.65213 0.83467 3.27812
H 4.40646 -1.17505 -1.47803
C 3.87431 0.75081 -3.28589
H -2.37739 -2.48942 -0.61417
H 3.33418 2.86927 -1.69820
O -1.60798 -0.79097 1.42860
C 4.16486 0.90918 -1.86803
C -1.28678 1.31431 -1.84531
N -3.28923 -0.93737 2.74020
H -4.92726 -1.22646 3.85360
H -0.38823 -3.00237 1.12485
H 1.92308 -2.47015 -0.05254
H 1.39716 -1.57730 -2.56325
H -2.89897 -2.81812 1.81564
H 3.54394 -0.27421 -3.52907
C -3.67098 -2.04716 1.86037
C 0.15089 2.24880 -0.29708
H -1.30757 -1.59472 -2.87083
H -0.69605 1.12620 2.84662
H -3.04938 1.32363 -0.44584
C -1.08018 2.02716 0.33763
C 0.05157 1.78113 -1.64866
C 0.67079 -1.74889 -1.78627
H 4.56868 -0.12142 -0.04664
H 1.00554 2.73884 0.15269
C 4.13104 2.23864 -1.26967
H 4.77258 0.94840 -3.90972
H -4.57021 -2.42263 2.33890
H -1.75164 1.05022 -2.78076
H -4.41454 0.52220 3.71004
W -0.33483 -0.11783 -0.57207
C -4.09857 -0.51862 3.85584
C -0.75670 -1.74958 -1.95809
C -1.97855 1.42324 -0.58815
C -0.27476 -2.54005 0.15670
H 3.09408 1.45175 -3.63080
H -3.48661 -0.57192 4.76391
H -3.87677 -1.72713 0.83519
```